(1)
{
  "formula": "C23H33AuCl2N7O6PS",
  "method": "ωB97M-V with the def2-TZVPD basis set",
  "elements": ["Au", "C", "N", "C", "C", "N", "N", "C", "N", "N", "H", "H", "H", "H", "H", "H", "H", "H", "H", "H", "H", "O", "C", "N", "S", "O", "O", "C", "C", "C", "C", "C", "C", "H", "H", "H", "H", "Cl", "C", "C", "C", "C", "C", "Cl", "C", "N", "H", "H", "H", "C", "C", "O", "P", "O", "C", "C", "O", "C", "C", "H", "H", "H", "H", "H", "H", "H", "H", "H", "H", "H", "H", "H", "H", "H"],
  "positions_angstrom": [[-0.69, -0.11, 0.64], [-1.40, 4.57, 2.89], [-1.21, 3.99, 1.56], [-0.13, 4.57, 0.78], [-1.54, 2.70, 1.30], [-0.91, 1.95, 0.45], [-2.70, 2.27, 1.93], [-3.33, 1.03, 1.93], [-4.52, 1.07, 2.64], [-2.87, 0.01, 1.33], [-2.04, 5.44, 2.85], [-0.43, 4.87, 3.29], [-1.81, 3.83, 3.58], [-0.14, 5.65, 0.94], [-0.28, 4.39, -0.28], [0.85, 4.18, 1.08], [-0.07, 2.34, 0.05], [-3.27, 3.03, 2.28], [-4.54, 1.66, 3.45], [-4.94, 0.17, 2.80], [-3.40, -0.85, 1.46], [-2.74, -2.51, -0.10], [-1.68, -2.94, 0.33], [-0.62, -2.18, 0.73], [0.68, -3.06, 1.26], [1.76, -3.05, 0.31], [0.95, -2.74, 2.63], [-0.16, -4.60, 1.11], [0.31, -5.87, 1.42], [-0.54, -6.93, 1.16], [-1.80, -6.73, 0.60], [-2.25, -5.45, 0.29], [-1.40, -4.39, 0.55], [1.29, -6.01, 1.85], [-0.22, -7.94, 1.39], [-2.44, -7.58, 0.40], [-3.22, -5.27, -0.15], [4.08, -0.50, 0.27], [3.38, -0.04, 1.79], [4.21, 0.13, 2.87], [3.71, 0.48, 4.12], [2.34, 0.65, 4.24], [1.51, 0.48, 3.14], [-0.21, 0.73, 3.46], [1.96, 0.13, 1.85], [1.33, -0.05, 0.68], [5.27, -0.02, 2.73], [4.36, 0.61, 4.97], [1.90, 0.91, 5.19], [0.18, 2.79, -5.56], [-0.77, 1.77, -4.98], [-0.03, 0.74, -4.32], [-0.36, 0.50, -2.72], [0.59, 1.60, -2.01], [2.03, 1.57, -2.15], [2.59, 2.70, -1.33], [0.56, -0.80, -2.52], [0.02, -2.11, -2.76], [0.45, -2.62, -4.12], [-0.37, 3.56, -6.11], [0.88, 2.31, -6.25], [0.76, 3.27, -4.77], [-1.38, 1.31, -5.76], [-1.46, 2.26, -4.28], [2.28, 1.66, -3.21], [2.38, 0.61, -1.77], [2.24, 3.67, -1.69], [3.68, 2.69, -1.39], [2.32, 2.58, -0.28], [-1.07, -2.08, -2.68], [0.41, -2.74, -1.97], [0.04, -2.00, -4.92], [0.12, -3.65, -4.25], [1.54, -2.60, -4.20]],
  "orbital_gap_ha": [0.21610, 0.21613]
}

---

(2)
{
  "formula": "C23H33BiFNO2P2",
  "method": "ωB97M-V with the def2-TZVPD basis set",
  "elements": ["C", "C", "N", "C", "C", "C", "C", "P", "Bi", "P", "C", "C", "C", "C", "C", "C", "C", "O", "O", "H", "H", "H", "C", "C", "H", "H", "H", "H", "C", "C", "H", "H", "H", "H", "H", "H", "H", "H", "H", "H", "H", "H", "H", "H", "H", "H", "H", "H", "H", "H", "H", "H", "F", "C", "C", "C", "C", "C", "C", "H", "H", "H", "H"],
  "positions_angstrom": [[-3.79, -2.37, -0.17], [-2.45, -1.96, -0.18], [-2.04, -0.96, 0.64], [-2.95, -0.38, 1.47], [-4.27, -0.84, 1.60], [-4.69, -1.87, 0.77], [-1.49, -2.55, -1.29], [0.33, -2.10, -1.10], [0.67, -0.39, 0.91], [-0.87, 1.56, 1.87], [-2.50, 0.79, 2.38], [2.57, 0.69, 0.19], [3.80, 0.26, 0.67], [4.97, 0.93, 0.30], [4.91, 2.04, -0.55], [3.67, 2.47, -1.05], [2.49, 1.77, -0.70], [-2.79, -0.10, -4.42], [-2.26, 2.34, -1.83], [-4.08, -3.20, -0.83], [-4.93, -0.35, 2.32], [-5.70, -2.23, 0.83], [0.97, -3.81, -1.01], [0.80, -1.51, -2.77], [-3.26, 1.60, 2.35], [-2.40, 0.44, 3.43], [-1.79, -2.29, -2.29], [-1.55, -3.65, -1.12], [-0.17, 2.44, 3.26], [-1.35, 2.82, 0.69], [3.87, -0.61, 1.33], [5.93, 0.59, 0.68], [5.82, 2.58, -0.82], [3.61, 3.34, -1.72], [1.52, 2.10, -1.13], [-1.57, 2.55, -2.52], [-2.93, 3.03, -2.05], [-2.22, 0.01, -3.63], [-3.65, -0.29, -3.96], [-0.71, 2.64, -3.82], [0.70, -4.33, -1.93], [2.07, -3.79, -0.87], [0.50, -4.29, -0.15], [1.02, -2.37, -3.42], [0.00, -0.90, -3.24], [1.70, -0.88, -2.71], [-2.13, 3.48, 1.10], [-0.47, 3.41, 0.39], [-1.76, 2.35, -0.23], [-0.91, 3.12, 3.69], [0.19, 1.74, 4.01], [0.68, 3.02, 2.87], [2.09, -3.77, 6.12], [1.74, -3.09, 4.98], [0.73, -2.15, 5.08], [0.38, -1.46, 3.92], [1.07, -1.69, 2.72], [2.05, -2.68, 2.66], [2.41, -3.40, 3.81], [0.22, -1.94, 6.02], [-0.44, -0.73, 3.95], [2.56, -2.91, 1.71], [3.19, -4.16, 3.78]],
  "orbital_gap_ha": 0.17606,
  "relative_energy_kcal_mol": 0.0
}

---

(3)
{
  "formula": "C23H33Br30N2O3",
  "method": "ωB97M-V with the def2-TZVPD basis set",
  "elements": ["C", "C", "O", "N", "C", "C", "O", "C", "C", "C", "C", "C", "N", "O", "C", "C", "C", "C", "H", "H", "H", "H", "H", "H", "H", "H", "H", "H", "H", "H", "H", "H", "H", "H", "H", "H", "H", "H", "H", "H", "H", "C", "Br", "Br", "Br", "H", "C", "Br", "Br", "Br", "H", "C", "Br", "Br", "Br", "H", "C", "Br", "Br", "Br", "H", "C", "Br", "Br", "Br", "H", "C", "Br", "Br", "Br", "H", "C", "Br", "Br", "Br", "H", "C", "Br", "Br", "Br", "H", "C", "Br", "Br", "Br", "H", "C", "Br", "Br", "Br", "H"],
  "positions_angstrom": [[0.17, -1.40, 4.23], [-1.10, -2.26, 3.76], [-1.64, -2.97, 4.66], [-1.65, -2.20, 2.37], [-1.74, -3.56, 1.78], [-0.96, -3.77, 0.38], [-2.35, -4.53, 2.28], [-2.99, -1.52, 2.36], [-2.89, 0.08, 2.45], [-3.29, 0.87, 1.11], [-2.03, 0.84, 0.12], [-3.47, 2.43, 1.55], [-4.59, 0.47, 0.49], [-4.40, 0.41, -0.83], [-5.09, -0.86, 0.96], [-6.10, -0.74, 2.23], [-6.03, -1.43, -0.24], [-3.95, -1.97, 1.16], [0.97, -1.31, 3.41], [-0.16, -0.35, 4.56], [0.69, -1.91, 5.12], [0.18, -3.67, 0.54], [-1.20, -4.76, -0.11], [-1.25, -2.92, -0.34], [-3.51, -1.86, 3.34], [-3.51, 0.46, 3.35], [-1.80, 0.33, 2.72], [-1.13, 1.21, 0.74], [-1.74, -0.21, -0.25], [-2.12, 1.60, -0.74], [-4.59, 2.58, 1.74], [-2.82, 2.71, 2.45], [-3.23, 3.06, 0.63], [-5.48, -0.78, 3.19], [-6.58, 0.30, 2.21], [-6.85, -1.59, 2.28], [-5.42, -1.96, -1.04], [-6.73, -0.63, -0.66], [-6.71, -2.23, 0.23], [-4.41, -3.01, 1.29], [-3.34, -2.00, 0.20], [1.21, 0.78, -2.63], [1.21, -0.88, -1.62], [-0.53, 1.14, -3.41], [1.85, 2.27, -1.58], [1.91, 0.64, -3.46], [-2.98, -5.81, 6.89], [-1.79, -7.16, 6.17], [-4.81, -6.08, 6.32], [-2.83, -5.68, 8.82], [-2.65, -4.85, 6.49], [4.75, 0.75, 1.09], [5.04, -1.12, 0.68], [3.07, 1.03, 2.03], [6.25, 1.53, 2.04], [4.66, 1.28, 0.14], [0.42, 1.63, -7.87], [1.15, 0.26, -6.71], [-1.37, 2.15, -7.34], [1.60, 3.16, -8.02], [0.34, 1.19, -8.87], [4.11, -3.82, -2.30], [5.81, -2.90, -2.37], [3.37, -3.84, -0.51], [2.85, -3.12, -3.59], [4.31, -4.86, -2.57], [9.95, 0.44, 0.19], [10.82, -0.11, 1.83], [8.65, -0.87, -0.41], [9.17, 2.21, 0.35], [10.72, 0.50, -0.58], [2.65, 7.63, -7.94], [1.58, 7.59, -9.56], [1.57, 8.00, -6.38], [3.71, 6.02, -7.73], [3.35, 8.46, -8.05], [4.80, 9.36, -11.12], [4.80, 11.26, -11.53], [5.02, 8.28, -12.71], [6.12, 8.92, -9.76], [3.82, 9.13, -10.70], [-1.91, 3.56, 5.25], [-0.34, 2.80, 4.41], [-3.18, 2.18, 5.73], [-1.45, 4.69, 6.76], [-2.39, 4.20, 4.51], [2.00, -6.60, 4.83], [1.98, -4.70, 4.43], [2.29, -7.67, 3.24], [3.28, -7.02, 6.23], [1.02, -6.86, 5.21]],
  "spin_multiplicity": 2,
  "orbital_gap_ha": [0.31793, 0.33665]
}

---

(4)
{
  "formula": "C23H33Cl2N2O6RuSi3",
  "method": "ωB97M-V with the def2-TZVPD basis set",
  "elements": ["Ru", "O", "C", "C", "C", "N", "C", "C", "C", "O", "O", "C", "O", "O", "H", "H", "H", "C", "O", "Si", "C", "C", "C", "Si", "C", "C", "C", "Si", "C", "C", "C", "H", "H", "H", "H", "H", "H", "H", "H", "H", "H", "H", "H", "H", "H", "H", "H", "H", "H", "H", "H", "H", "H", "H", "H", "H", "H", "H", "Cl", "C", "C", "C", "C", "C", "Cl", "C", "N", "H", "H", "H"],
  "positions_angstrom": [[0.77, 0.12, -0.27], [6.79, 1.68, -1.08], [5.49, 1.43, -0.73], [5.05, 0.15, -0.43], [3.71, -0.02, -0.14], [2.83, 0.98, -0.12], [3.28, 2.24, -0.30], [4.60, 2.49, -0.65], [2.40, 3.48, 0.02], [2.73, 4.51, -0.60], [1.50, 3.30, 0.86], [3.22, -1.40, 0.28], [4.05, -2.29, 0.46], [1.97, -1.48, 0.50], [7.25, 0.84, -1.10], [5.70, -0.71, -0.40], [4.89, 3.51, -0.83], [1.17, 0.79, 2.84], [0.32, 0.27, 1.84], [-0.61, -1.16, 1.88], [-1.95, -0.83, 3.18], [0.30, -2.57, 2.72], [-1.03, -1.18, 0.10], [-1.04, -2.83, -0.75], [-2.42, -3.93, -0.02], [-1.39, -2.83, -2.60], [0.53, -3.87, -0.58], [-2.49, -0.08, -0.28], [-2.41, 2.20, 1.46], [-4.12, -0.57, 0.56], [-2.91, -0.02, -2.11], [0.61, 0.89, 3.78], [1.52, 1.77, 2.50], [2.03, 0.13, 3.00], [-1.49, -0.84, 4.18], [-2.70, -1.62, 3.16], [-2.46, 0.13, 3.06], [0.45, -2.32, 3.77], [1.26, -2.79, 2.25], [-0.33, -3.47, 2.68], [-3.41, -3.50, -0.21], [-2.31, -4.07, 1.06], [-2.39, -4.92, -0.49], [-2.45, -2.73, -2.83], [-1.05, -3.79, -3.00], [-0.83, -2.04, -3.10], [1.02, -3.79, 0.38], [1.25, -3.55, -1.33], [0.27, -4.92, -0.76], [-3.24, 1.74, 1.99], [-2.64, 3.26, 1.36], [-1.50, 2.12, 2.07], [-4.13, -0.43, 1.64], [-4.38, -1.61, 0.35], [-4.90, 0.07, 0.13], [-2.02, 0.07, -2.73], [-3.55, 0.85, -2.27], [-3.46, -0.91, -2.42], [-3.48, 4.07, -1.02], [-1.86, 3.45, -1.36], [-1.10, 4.15, -2.28], [0.13, 3.63, -2.64], [0.57, 2.44, -2.08], [-0.16, 1.75, -1.11], [1.46, -0.61, -2.43], [-1.41, 2.28, -0.74], [-2.26, 1.59, 0.15], [-1.48, 5.07, -2.71], [0.75, 4.17, -3.35], [1.52, 2.04, -2.40]],
  "spin_multiplicity": 2,
  "orbital_gap_ha": [0.25401, 0.24821],
  "relative_energy_kcal_mol": 0.0,
  "total_charge": -2
}

---

(5)
{
  "formula": "C23H33ClN2O5S",
  "method": "ωB97M-V with the def2-TZVPD basis set",
  "elements": ["O", "S", "O", "N", "C", "H", "C", "H", "O", "C", "H", "C", "H", "H", "H", "H", "H", "C", "C", "C", "C", "C", "C", "H", "Cl", "O", "C", "C", "O", "H", "C", "N", "H", "C", "C", "C", "C", "C", "C", "H", "H", "C", "C", "C", "H", "H", "C", "H", "H", "H", "H", "H", "H", "H", "H", "H", "H", "H", "H", "H", "H", "H", "H", "H", "H"],
  "positions_angstrom": [[0.33, 1.11, -3.08], [1.29, 1.51, -2.11], [1.23, 2.83, -1.55], [2.80, 1.34, -2.81], [3.04, 0.09, -3.49], [2.16, -0.13, -4.09], [4.29, 0.26, -4.36], [4.57, -0.69, -4.82], [5.39, 0.66, -3.58], [5.14, 1.88, -2.93], [6.04, 2.12, -2.36], [3.92, 1.77, -2.01], [3.67, 2.74, -1.58], [4.14, 1.05, -1.21], [4.96, 2.67, -3.68], [4.08, 1.00, -5.14], [3.21, -0.72, -2.76], [1.28, 0.33, -0.76], [1.73, 0.71, 0.49], [1.67, -0.19, 1.54], [1.15, -1.47, 1.35], [0.74, -1.84, 0.06], [0.80, -0.95, -0.99], [0.45, -1.21, -1.97], [0.11, -3.42, -0.18], [0.98, -2.39, 2.33], [0.82, -1.97, 3.67], [-0.39, -1.03, 3.86], [-0.53, -0.69, 5.21], [-0.87, -1.45, 5.70], [-1.68, -1.67, 3.29], [-2.80, -0.76, 3.18], [-2.77, -0.09, 3.94], [-3.05, -0.07, 1.92], [-1.86, 0.75, 1.38], [-2.25, 1.46, 0.08], [-2.67, 0.43, -0.96], [-3.87, -0.36, -0.44], [-3.48, -1.08, 0.85], [-2.66, -1.77, 0.64], [-4.32, -1.66, 1.24], [-5.03, 0.59, -0.16], [-4.61, 1.62, 0.88], [-3.42, 2.42, 0.36], [-3.69, 2.94, -0.56], [-3.12, 3.17, 1.10], [-4.22, 0.90, 2.17], [-3.92, 1.63, 2.93], [-5.06, 0.33, 2.56], [-5.44, 2.30, 1.09], [-5.33, 1.10, -1.09], [-5.90, 0.03, 0.20], [-4.17, -1.10, -1.18], [-2.93, 0.94, -1.89], [-1.84, -0.24, -1.18], [-1.39, 2.03, -0.29], [-1.54, 1.48, 2.12], [-1.02, 0.08, 1.17], [-1.98, -2.48, 3.97], [-1.47, -2.11, 2.32], [-0.20, -0.08, 3.35], [1.73, -1.49, 4.05], [0.66, -2.90, 4.22], [2.01, 0.11, 2.52], [2.08, 1.71, 0.64]],
  "smiles": "O=S(=O)(c1ccc(OC[C@H](O)CN[C@]23C[C@H]4C[C@H](C[C@H](C4)C2)C3)c(Cl)c1)N1CCOCC1",
  "orbital_gap_ha": 0.33283,
  "relative_energy_kcal_mol": 0.0
}

---

(6)
{
  "formula": "C23H33F13N3O5S",
  "method": "ωB97M-V with the def2-TZVPD basis set",
  "elements": ["C", "C", "O", "C", "C", "O", "C", "C", "N", "C", "C", "C", "C", "F", "F", "C", "F", "F", "C", "F", "F", "C", "F", "F", "S", "F", "F", "F", "F", "F", "C", "N", "C", "C", "C", "C", "C", "N", "C", "C", "O", "H", "H", "H", "H", "H", "H", "H", "H", "H", "H", "H", "H", "H", "H", "H", "H", "H", "H", "H", "H", "H", "H", "H", "H", "H", "H", "H", "H", "H", "O", "C", "C", "O", "H", "H", "H", "H"],
  "positions_angstrom": [[3.54, -3.47, 2.16], [5.06, -2.79, 2.13], [5.07, -1.40, 1.63], [5.34, -1.35, 0.18], [3.88, -1.39, -0.59], [3.89, -0.75, -1.92], [2.46, -0.35, -2.12], [1.21, -1.44, -1.92], [-0.26, -1.10, -2.05], [-0.73, 0.33, -2.42], [-2.36, 0.67, -2.54], [-3.04, 0.11, -1.16], [-4.67, 0.47, -1.03], [-4.86, 1.62, -1.99], [-4.87, 0.86, 0.39], [-5.48, -0.86, -1.51], [-5.00, -1.14, -2.92], [-5.10, -2.12, -0.76], [-7.12, -0.68, -1.66], [-7.34, 0.25, -2.78], [-7.56, -2.02, -2.21], [-7.94, -0.46, -0.30], [-7.16, -0.89, 0.93], [-9.10, -1.42, -0.32], [-8.65, 1.20, 0.09], [-7.85, 1.16, 1.64], [-7.36, 2.10, -0.54], [-9.62, 1.30, -1.31], [-9.99, 0.39, 0.86], [-9.35, 2.69, 0.60], [0.41, 1.52, -2.68], [-0.03, 2.95, -3.09], [2.04, 1.21, -2.51], [3.22, 2.34, -2.70], [2.91, 3.75, -1.88], [2.31, 3.52, -0.37], [0.77, 4.12, -0.17], [0.52, 4.41, 1.32], [-0.91, 3.97, 1.70], [-1.16, 2.34, 1.88], [-1.89, 4.86, 1.88], [3.57, -4.40, 2.89], [3.24, -3.89, 1.10], [2.73, -2.72, 2.60], [5.87, -3.48, 1.62], [5.38, -2.72, 3.28], [5.95, -0.34, -0.05], [5.97, -2.28, -0.20], [3.59, -2.54, -0.66], [3.09, -0.85, 0.13], [1.55, -2.55, -1.65], [-0.95, -1.89, -1.88], [-2.40, 1.86, -2.65], [-2.75, 0.17, -3.52], [-2.81, -1.02, -1.00], [-2.50, 0.68, -0.26], [0.78, 3.31, -3.65], [-0.78, 2.79, -3.83], [3.50, 2.57, -3.83], [4.19, 1.89, -2.18], [2.18, 4.47, -2.44], [3.94, 4.33, -1.77], [2.98, 4.19, 0.36], [2.41, 2.41, 0.03], [0.58, 5.12, -0.75], [-0.04, 3.33, -0.48], [0.53, 5.46, 1.46], [-2.30, 2.09, 1.90], [-0.57, 2.00, 2.84], [-0.66, 1.76, 0.97], [5.74, -5.68, 3.29], [5.60, -5.68, 4.62], [7.02, -5.39, 5.30], [6.89, -5.41, 6.64], [5.23, -6.61, 5.09], [4.91, -4.94, 5.06], [7.38, -4.45, 4.85], [7.72, -6.13, 4.86]],
  "orbital_gap_ha": 0.04207,
  "total_charge": -1
}

---

What did we get for max |F|? Answer: 0.947; 2.815; 4.466; 0.509; 0.993; 7.833 eV/A, in the order shown.
What did we get for electronic energy? Answer: -95963.1312; -57099.5154; -2134774.8046; -90920.1391; -60962.2730; -85229.2075 eV, in the order shown.